# 1
Entry from the Open Molecules 2025 dataset: a structure of composition C6H9NO (the ωB97M-V functional and the def2-TZVPD basis).

Each line ends with the natural charge from an NBO analysis.
Cartesian coordinates (Å):
C1 1.414 -1.279 -0.080  -0.627
C2 0.160 -0.661 0.177  0.071
C3 -1.103 0.684 0.672  -0.158
C4 -1.672 0.419 -0.691  -0.245
C5 -0.786 -0.590 -1.150  -0.176
C6 0.357 0.954 0.296  0.125
H1 1.241 -2.268 -0.591  0.212
H2 2.205 -1.367 0.581  0.225
H3 1.929 -0.818 -1.086  0.227
H4 -0.469 -0.604 2.021  0.339
H5 -1.370 1.318 1.542  0.216
H6 -2.729 0.734 -0.967  0.235
H7 -0.942 -1.039 -2.068  0.216
H8 0.907 0.828 1.361  0.102
H9 0.571 2.453 -1.039  0.458
N1 -0.871 -0.724 1.191  -0.558
O1 1.158 1.959 -0.171  -0.661

Computed properties:
E_HOMO: -8.6 eV
gap between HOMO and LUMO: 0.341 Ha

# 2
Entry from the Open Molecules 2025 dataset: the molecule C6H9NO (the ωB97M-V functional and the def2-TZVPD basis).

Each line ends with the natural charge from an NBO analysis.
Cartesian coordinates (Å):
O1 2.341 -1.098 -0.003  -0.508
C1 1.409 -0.358 0.031  0.616
C2 0.526 0.648 -0.865  -0.335
C3 -0.590 -0.178 -1.180  -0.396
C4 -0.951 -1.160 -0.029  -0.233
N1 -0.823 -0.377 1.160  -0.612
C5 0.522 0.273 1.168  -0.161
C6 0.332 1.541 0.255  -0.424
H1 0.966 0.935 -1.786  0.222
H2 -0.268 -0.873 -1.924  0.219
H3 -1.540 0.394 -1.382  0.214
H4 -0.296 -2.085 -0.061  0.171
H5 -1.980 -1.479 -0.256  0.208
H6 -0.887 -1.047 2.034  0.365
H7 0.936 0.452 2.153  0.216
H8 0.938 2.395 0.383  0.220
H9 -0.636 2.017 0.301  0.219

Computed properties:
structure (SMILES): O=C1[C@H]2CCN[C@@H]1C2
E_HOMO: -8.7 eV
gap between HOMO and LUMO: 0.356 Ha

# 3
Entry from the Open Molecules 2025 dataset: the molecule C6H9NO (the ωB97M-V functional and the def2-TZVPD basis).

Each line ends with the natural charge from an NBO analysis.
Cartesian coordinates (Å):
C1 -1.748 -0.255 -0.953  -0.645
C2 -0.442 0.483 -0.712  0.108
O1 0.446 0.280 -1.997  -0.514
C3 1.586 -0.212 -1.527  0.392
N1 1.738 -0.311 -0.270  -0.500
C4 0.598 0.010 0.369  0.038
C5 0.270 -0.692 1.651  -0.416
C6 0.562 0.756 1.694  -0.414
H1 -1.822 -1.318 -0.551  0.219
H2 -1.891 -0.247 -1.939  0.230
H3 -2.609 0.319 -0.613  0.220
H4 -0.600 1.647 -0.835  0.203
H5 2.413 -0.579 -2.148  0.193
H6 1.057 -1.543 1.908  0.233
H7 -0.674 -1.032 2.001  0.219
H8 -0.321 1.381 1.791  0.206
H9 1.435 1.313 2.130  0.228

Computed properties:
structure (SMILES): C[C@@H]1OC=NC12CC2
E_HOMO: -8.7 eV
gap between HOMO and LUMO: 0.357 Ha

# 4
Entry from the Open Molecules 2025 dataset: a structure of composition C6H9NO2 (the ωB97M-V functional and the def2-TZVPD basis).

Each line ends with the natural charge from an NBO analysis.
Cartesian coordinates (Å):
C1 -1.529 -0.203 -0.477  -0.119
C2 -0.582 -1.025 0.432  -0.401
C3 0.515 0.015 0.793  -0.300
C4 -0.265 1.466 0.619  -0.195
C5 -1.331 1.179 -0.129  -0.194
C6 1.737 0.030 -0.103  0.794
H1 -3.379 0.049 -0.823  0.360
H2 -3.070 -1.605 -0.470  0.363
H3 -1.101 -0.409 -1.649  0.168
H4 -1.141 -1.079 1.444  0.233
H5 -0.127 -2.035 -0.060  0.245
H6 0.887 -0.167 1.581  0.188
H7 0.076 2.552 0.978  0.247
H8 -2.207 2.238 -0.311  0.216
H9 3.230 -1.167 -0.675  0.489
N1 -2.932 -0.667 -0.183  -0.821
O1 2.266 -1.201 0.042  -0.692
O2 2.245 0.891 -0.735  -0.582

Computed properties:
E_HOMO: -9.5 eV
gap between HOMO and LUMO: 0.367 Ha

# 5
Entry from the Open Molecules 2025 dataset: a structure of composition C6H9NO2 (the ωB97M-V functional and the def2-TZVPD basis).

Each line ends with the natural charge from an NBO analysis.
Cartesian coordinates (Å):
C1 1.416 1.131 0.207  0.008
C2 -0.029 0.683 0.038  -0.273
C3 -1.159 0.448 -0.958  -0.213
C4 -1.144 -1.493 0.375  -0.229
C5 0.272 -0.687 0.290  -0.362
C6 1.512 -0.189 1.069  0.609
H1 2.967 0.620 -1.047  0.470
H2 1.650 1.941 0.900  0.203
H3 -0.533 1.253 0.869  0.192
H4 -0.665 0.141 -1.924  0.201
H5 -1.725 1.459 -1.297  0.208
H6 -2.910 -0.075 0.230  0.390
H7 -0.929 -2.571 -0.109  0.207
H8 -1.414 -1.823 1.571  0.213
H9 0.660 -0.917 -0.653  0.226
N1 -2.093 -0.554 -0.349  -0.649
O1 1.965 1.108 -1.233  -0.706
O2 2.159 -0.474 2.019  -0.493

Computed properties:
E_HOMO: -9.1 eV
gap between HOMO and LUMO: 0.349 Ha

# 6
Entry from the Open Molecules 2025 dataset: a structure of composition C6H9NO2 (the ωB97M-V functional and the def2-TZVPD basis).

Each line ends with the natural charge from an NBO analysis.
Cartesian coordinates (Å):
C1 -0.524 1.068 1.242  -0.427
N1 -0.897 0.077 0.199  -0.450
C2 -0.258 0.324 -1.147  -0.010
C3 -0.188 1.607 -1.612  -0.560
H1 -1.913 0.062 0.067  0.424
H2 -0.615 -0.440 -1.826  0.237
H3 0.562 1.078 1.301  0.248
H4 -0.910 2.036 0.935  0.224
H5 -0.946 0.764 2.195  0.226
H6 0.034 2.458 -0.985  0.193
H7 -0.086 1.745 -2.678  0.219
C4 -0.522 -1.467 0.555  0.932
O1 -0.109 -1.621 1.819  -0.696
C5 1.296 -0.807 -0.527  -0.335
C6 2.496 -0.965 -0.654  -0.354
O2 -1.121 -2.275 -0.092  -0.610
H8 0.155 -2.545 1.942  0.517
H9 3.547 -1.100 -0.732  0.222

Computed properties:
E_HOMO: -7.7 eV
gap between HOMO and LUMO: 0.300 Ha

# 7
Entry from the Open Molecules 2025 dataset: the molecule C6H9NO2 (the ωB97M-V functional and the def2-TZVPD basis).

Each line ends with the natural charge from an NBO analysis.
Cartesian coordinates (Å):
H1 1.585 -0.007 -1.719  0.344
N1 2.307 -0.640 -1.365  -0.522
C1 1.881 -1.453 -0.505  0.016
C2 0.467 -1.605 -0.014  0.538
O1 0.259 -2.174 1.065  -0.547
C3 -0.570 -0.805 -0.705  -0.391
C4 -0.693 0.403 -0.188  0.074
C5 -1.687 1.417 -0.652  -0.656
C6 0.114 0.954 1.214  -0.062
O2 -0.074 0.188 2.326  -0.733
H2 2.592 -2.147 -0.060  0.189
H3 -1.196 -1.261 -1.465  0.239
H4 -2.216 1.076 -1.545  0.213
H5 -2.428 1.595 0.132  0.232
H6 -1.188 2.363 -0.865  0.223
H7 -0.299 1.948 1.393  0.184
H8 1.166 1.013 0.893  0.156
H9 -0.020 -0.864 2.061  0.503

Computed properties:
structure (SMILES): [H]/N=C\C(=O)/C=C(/C)CO
E_HOMO: -9.7 eV
gap between HOMO and LUMO: 0.332 Ha

# 8
Entry from the Open Molecules 2025 dataset: a structure of composition C6H9NO2 (the ωB97M-V functional and the def2-TZVPD basis).

Each line ends with the natural charge from an NBO analysis.
Cartesian coordinates (Å):
C1 0.963 1.540 -0.910  -0.310
C2 -1.551 0.014 -0.604  -0.486
C3 -0.717 -0.739 1.790  -0.597
N1 0.777 0.383 -1.806  -0.710
C4 -0.545 -0.995 -0.913  0.682
C5 0.813 0.566 0.161  0.540
C6 -0.413 -0.162 0.430  -0.286
O1 1.945 0.194 0.779  -0.638
O2 -0.316 -2.115 -1.286  -0.576
H1 1.834 -0.674 1.194  0.494
H2 1.664 -0.115 -1.883  0.343
H3 1.940 2.023 -0.937  0.216
H4 0.165 2.274 -1.009  0.203
H5 -2.488 -0.407 -0.252  0.240
H6 -1.661 0.916 -1.194  0.237
H7 -1.140 0.012 2.463  0.218
H8 0.165 -1.159 2.281  0.199
H9 -1.433 -1.556 1.696  0.231

Computed properties:
E_HOMO: -7.9 eV
gap between HOMO and LUMO: 0.308 Ha

# 9
Entry from the Open Molecules 2025 dataset: a structure of composition C6H9NOS (the ωB97M-V functional and the def2-TZVPD basis).

Each line ends with the natural charge from an NBO analysis.
Cartesian coordinates (Å):
C1 0.093 0.074 0.820  0.283
C2 -0.603 -0.263 -0.243  -0.383
C3 -1.180 0.024 2.382  -0.167
C4 -0.161 -0.348 -1.595  -0.450
C5 1.297 -0.063 -1.543  -0.407
C6 1.555 1.075 -0.615  -0.089
N1 -2.095 -0.840 1.904  -0.755
O1 1.295 0.712 0.723  -0.505
S1 -2.232 -0.806 0.130  0.397
H1 -0.619 -0.060 3.306  0.229
H2 -1.489 1.122 2.133  0.195
H3 -0.085 -1.378 -2.075  0.224
H4 -0.777 0.287 -2.187  0.215
H5 1.780 -1.043 -1.175  0.211
H6 1.780 0.149 -2.595  0.220
H7 2.615 1.246 -0.501  0.197
H8 1.079 1.974 -1.037  0.177
H9 -2.253 -1.863 2.168  0.409

Computed properties:
E_HOMO: -7.3 eV
gap between HOMO and LUMO: 0.299 Ha

# 10
Entry from the Open Molecules 2025 dataset: a cluster of 2 separate species, C6H9NOS in total (the ωB97M-V functional and the def2-TZVPD basis).

Each line ends with the natural charge from an NBO analysis.
Cartesian coordinates (Å):
C1 -1.023 -1.738 -0.813  0.208
C2 2.244 0.220 -0.042  -0.401
C3 1.525 -0.049 1.211  -0.399
C4 1.094 -0.790 0.022  -0.293
C5 -2.522 0.964 0.428  -0.774
C6 -0.219 -0.582 -0.662  -0.327
N1 -1.807 -2.604 -0.820  -0.274
O1 -0.016 1.893 -0.211  -0.985
S1 -0.974 1.018 -0.889  1.270
H1 1.856 1.137 -0.591  0.261
H2 3.274 -0.134 -0.298  0.229
H3 1.955 -0.755 1.822  0.217
H4 0.850 0.696 1.617  0.243
H5 1.418 -1.827 0.004  0.235
H6 -2.743 -0.079 0.696  0.239
H7 -3.162 1.688 -0.196  0.244
H8 -2.007 1.348 1.286  0.227
H9 0.258 -0.406 -2.562  0.079

Computed properties:
E_HOMO (spin up / spin down): -9.2 / -8.7 eV
gap between HOMO and LUMO (spin up / spin down): 0.287 / 0.281 Ha

# 11
Entry from the Open Molecules 2025 dataset: the molecule C6H9NOS (the ωB97M-V functional and the def2-TZVPD basis).

Each line ends with the natural charge from an NBO analysis.
Cartesian coordinates (Å):
C1 -0.009 0.729 1.066  0.605
C2 0.831 -1.274 -0.034  -0.231
C3 0.812 -0.119 2.013  -0.331
C4 0.175 0.179 -0.320  -0.131
C5 1.149 1.038 -1.049  -0.597
C6 -1.242 -0.008 -0.955  -0.608
N1 1.140 -1.321 1.254  -0.604
O1 -0.748 1.645 1.385  -0.521
S1 1.147 -2.500 -1.061  0.276
H1 1.762 0.375 2.214  0.215
H2 0.258 -0.306 2.929  0.227
H3 1.516 0.572 -1.898  0.218
H4 1.901 1.179 -0.345  0.205
H5 0.786 2.003 -1.358  0.218
H6 -1.014 -0.329 -2.033  0.221
H7 -1.714 0.964 -1.140  0.219
H8 -1.843 -0.460 -0.227  0.226
H9 1.832 -1.888 1.741  0.392

Computed properties:
expectation value of S²: 2.005
E_HOMO (spin up / spin down): -5.4 / -9.1 eV
multiplicity: 3
gap between HOMO and LUMO (spin up / spin down): 0.223 / 0.242 Ha

# 12
Entry from the Open Molecules 2025 dataset: the molecule C6H9NS (the ωB97M-V functional and the def2-TZVPD basis).

Each line ends with the natural charge from an NBO analysis.
Cartesian coordinates (Å):
C1 1.544 1.177 -2.403  -0.672
C2 0.816 0.343 -1.298  -0.098
C3 -0.533 -0.112 -1.372  -0.305
C4 -1.135 -0.449 -0.036  0.120
S1 -2.460 -1.508 0.043  -0.090
N1 -0.388 -0.092 1.129  -0.516
C5 -1.019 -0.122 2.423  -0.249
C6 -0.048 -1.144 2.133  -0.217
H1 0.992 1.283 -3.355  0.222
H2 2.537 0.693 -2.708  0.227
H3 1.921 2.300 -2.080  0.235
H4 1.227 0.377 -0.215  0.237
H5 -1.192 -0.026 -2.252  0.240
H6 -2.166 -0.661 2.690  0.228
H7 -0.781 0.889 2.963  0.223
H8 -0.395 -2.040 1.909  0.210
H9 1.077 -0.908 2.430  0.206

Computed properties:
structure (SMILES): C/C=C/C(=S)N1CC1
E_HOMO: -8.5 eV
gap between HOMO and LUMO: 0.288 Ha

# 13
Entry from the Open Molecules 2025 dataset: a structure of composition C6H9NS (the ωB97M-V functional and the def2-TZVPD basis).

Each line ends with the natural charge from an NBO analysis.
Cartesian coordinates (Å):
C1 -0.187 0.182 1.851  -0.650
C2 -0.127 0.111 0.231  -0.242
C3 -1.362 0.696 -0.521  -0.192
C4 0.570 1.152 -0.594  0.134
C5 0.136 -1.384 -0.269  -0.160
C6 1.413 -1.804 -0.635  -0.442
H1 0.252 1.399 2.247  0.260
H2 0.752 -0.628 2.342  0.256
H3 -1.396 -0.177 1.989  0.238
H4 -1.947 1.272 0.323  0.199
H5 -2.041 -0.147 -0.953  0.203
H6 -0.437 2.173 -2.270  0.448
H7 -1.136 -1.986 -0.442  0.219
H8 1.384 -2.934 -0.763  0.215
H9 2.512 -1.214 -0.521  0.270
N1 -0.476 1.522 -1.410  -0.620
S1 2.089 1.767 -0.604  -0.135

Computed properties:
E_HOMO: -8.3 eV
gap between HOMO and LUMO: 0.330 Ha

# 14
Entry from the Open Molecules 2025 dataset: the molecule C6H9NSe (the ωB97M-V functional and the def2-TZVPD basis).

Each line ends with the natural charge from an NBO analysis.
Cartesian coordinates (Å):
C1 -2.668 1.243 -0.238  0.168
C2 1.423 0.496 0.245  -0.478
C3 1.156 -0.956 0.271  -0.435
C4 0.393 1.373 0.837  -0.288
C5 0.193 -1.697 -0.558  -0.565
C6 -1.880 0.323 -0.842  -0.513
N1 -3.263 2.005 0.359  -0.293
Se1 -1.563 -1.247 0.096  0.465
H1 2.380 0.574 0.899  0.229
H2 1.616 0.857 -0.871  0.206
H3 2.174 -1.413 0.063  0.206
H4 0.985 -1.242 1.250  0.208
H5 0.024 1.285 1.878  0.177
H6 -0.107 2.137 0.333  0.176
H7 0.202 -1.508 -1.697  0.238
H8 0.274 -2.823 -0.198  0.247
H9 -1.340 0.593 -1.828  0.254

Computed properties:
E_HOMO (spin up / spin down): -7.9 / -7.9 eV
gap between HOMO and LUMO (spin up / spin down): 0.252 / 0.304 Ha

# 15
Entry from the Open Molecules 2025 dataset: a cluster of 2 separate species, C6H9O3S in total (the ωB97M-V functional and the def2-TZVPD basis).

Each line ends with the natural charge from an NBO analysis.
Cartesian coordinates (Å):
C1 1.962 -2.606 -0.726  -0.321
C2 0.844 -2.202 -0.759  -0.230
C3 0.797 2.176 -1.185  -0.419
C4 0.201 -0.056 1.620  -0.644
C5 0.497 0.951 -0.763  -0.146
C6 -0.424 0.784 0.444  -0.488
O1 -2.980 0.197 1.231  -1.010
O2 -2.475 0.489 -1.202  -1.036
O3 -1.810 -1.498 -0.053  -1.044
S1 -2.099 -0.086 0.109  2.382
H1 2.877 -3.056 -0.540  0.209
H2 -0.188 -1.770 -0.868  0.302
H3 1.349 2.248 -2.085  0.185
H4 0.448 3.029 -0.634  0.190
H5 -0.649 -0.380 2.206  0.241
H6 0.591 0.620 2.304  0.188
H7 0.988 -0.624 1.148  0.225
H8 -0.801 1.751 0.843  0.211
H9 0.873 0.033 -1.092  0.207

Computed properties:
E_HOMO: -5.2 eV
total charge: -1
gap between HOMO and LUMO: 0.324 Ha

# 16
Entry from the Open Molecules 2025 dataset: a structure of composition C6H9P (the ωB97M-V functional and the def2-TZVPD basis).

Each line ends with the natural charge from an NBO analysis.
Cartesian coordinates (Å):
C1 -0.186 -0.263 -0.394  -0.140
C2 0.014 1.910 0.497  -0.258
C3 -0.802 0.919 -0.050  -0.143
C4 1.274 -0.504 -0.306  -0.619
C5 -2.316 1.063 -0.241  -0.626
C6 1.625 -1.909 0.198  -0.590
P1 2.206 0.895 0.483  0.445
H1 -0.738 -1.188 -0.404  0.192
H2 -0.165 2.830 0.975  0.184
H3 1.814 -0.431 -1.366  0.263
H4 -2.553 0.658 -1.112  0.217
H5 -2.700 2.071 -0.023  0.222
H6 -2.775 0.651 0.656  0.224
H7 1.568 -2.626 -0.510  0.207
H8 1.000 -2.165 1.105  0.213
H9 2.734 -1.912 0.492  0.210

Computed properties:
E_HOMO (spin up / spin down): -7.5 / -8.0 eV
gap between HOMO and LUMO (spin up / spin down): 0.256 / 0.287 Ha

# 17
Entry from the Open Molecules 2025 dataset: the molecule C6H9P (the ωB97M-V functional and the def2-TZVPD basis).

Each line ends with the natural charge from an NBO analysis.
Cartesian coordinates (Å):
C1 0.730 -2.108 1.608  -0.520
C2 -0.119 -1.234 2.122  -0.339
P1 -0.422 0.562 1.677  0.729
C3 -0.184 2.060 0.287  -0.588
C4 -0.661 0.764 -0.234  -0.433
C5 0.275 0.030 -1.120  -0.192
C6 0.131 -0.440 -2.317  -0.369
H1 0.509 -3.175 1.526  0.226
H2 1.708 -1.984 1.210  0.197
H3 -1.750 0.667 1.796  -0.005
H4 -0.668 3.044 0.348  0.244
H5 0.841 2.359 0.031  0.227
H6 -1.822 0.745 -0.567  0.238
H7 1.185 -0.064 -0.621  0.188
H8 1.014 -0.914 -2.942  0.209
H9 -0.767 -0.311 -2.805  0.188

Computed properties:
structure (SMILES): C=C=[P@H]1C[C@H]1C=C
E_HOMO (spin up / spin down): -7.5 / -7.5 eV
gap between HOMO and LUMO (spin up / spin down): 0.273 / 0.273 Ha

# 18
Entry from the Open Molecules 2025 dataset: the molecule C6N6O3 (the ωB97M-V functional and the def2-TZVPD basis).

Each line ends with the natural charge from an NBO analysis.
Cartesian coordinates (Å):
N1 3.406 3.951 -1.820  -0.194
C1 2.481 3.407 -1.283  0.230
C2 1.450 2.712 -0.570  0.197
N2 0.361 3.368 -0.231  -0.039
O1 -0.478 2.420 0.442  -0.248
C3 0.144 1.240 0.365  0.484
C4 -0.333 0.110 1.171  0.092
N3 -1.546 0.194 1.732  -0.014
O2 -1.807 -1.113 2.243  -0.134
N4 -0.577 -1.857 2.017  0.383
O3 -0.748 -3.096 1.966  -0.363
C5 0.290 -1.205 1.267  -0.009
C6 1.553 -1.655 0.795  0.224
N5 2.483 -1.924 0.175  -0.176
N6 1.259 1.385 -0.334  -0.432

Computed properties:
structure (SMILES): N#Cc1noc(-c2no[n+]([O-])c2C#N)n1
E_HOMO: -10.7 eV
gap between HOMO and LUMO: 0.312 Ha